(1)
DFT (ωB97M-V/def2-TZVPD) results for the molecule C21H27N3OS.

Cartesian coordinates (Å):
S  1.022  -1.255  2.744
O  -6.079  0.454  -0.338
N  0.876  2.021  -0.651
N  0.212  0.865  1.378
N  -0.947  -1.147  1.063
C  -6.859  -0.283  -1.247
C  3.628  -0.065  -0.969
C  1.523  -1.222  -0.908
C  4.511  1.100  -1.319
C  -2.960  -1.500  -0.195
C  2.116  -2.370  -0.409
C  4.220  -1.217  -0.462
C  1.479  1.151  -1.651
C  1.059  1.711  2.192
C  2.244  -0.060  -1.159
C  3.482  -2.345  -0.168
C  1.312  -3.598  -0.110
C  -0.207  1.510  0.134
C  -2.233  -0.729  0.706
C  -4.109  0.764  0.883
C  -2.834  0.403  1.257
C  0.048  -0.438  1.678
C  2.269  2.178  1.390
C  -4.243  -1.143  -0.568
C  1.758  2.869  0.122
C  -4.829  0.002  -0.039
H  3.971  -3.219  0.237
H  0.358  -3.581  -0.633
H  -2.304  0.985  1.994
H  -0.848  2.364  0.407
H  -6.387  -0.335  -2.233
H  0.656  0.807  -2.288
H  4.432  1.899  -0.583
H  5.288  -1.227  -0.298
H  -0.786  0.813  -0.469
H  -2.516  -2.394  -0.609
H  1.367  1.147  3.074
H  -4.773  -1.768  -1.269
H  2.122  1.790  -2.259
H  0.465  2.580  2.507
H  4.255  1.509  -2.295
H  -7.803  0.255  -1.328
H  5.550  0.778  -1.349
H  2.579  3.196  -0.515
H  0.462  -1.228  -1.121
H  2.870  2.865  1.987
H  1.128  -3.656  0.964
H  2.874  1.309  1.133
H  -7.053  -1.297  -0.882
H  1.856  -4.495  -0.400
H  1.181  3.757  0.412
H  -0.824  -2.147  1.153
H  -4.582  1.636  1.306

Output
structure (SMILES)	COc1ccc(NC(=S)N2CCCN(Cc3cc(C)ccc3C)C2)cc1
HOMO level	-0.2833	Eh
HOMO-LUMO gap	8.38	eV

Atomic partial charges in e from the Löwdin method, atoms 1 to 2:
1. S 0.683
2. O -0.087


(2)
DFT (ωB97M-V/def2-TZVPD) results for the molecule C15H18N4O4 at a distorted geometry.

Cartesian coordinates (Å):
O  -5.341  0.587  -0.814
O  -1.651  2.379  1.424
O  -3.623  -2.983  -1.272
O  -4.690  0.588  -2.958
N  0.057  1.329  -1.464
N  -3.520  -1.622  0.537
N  -2.726  1.131  -0.072
N  4.423  0.915  -0.071
C  -0.187  1.089  -0.025
C  4.901  -1.371  0.775
C  -3.232  -1.960  -0.742
C  2.899  -2.417  1.800
C  2.287  1.101  0.601
C  2.788  -0.175  0.950
C  2.205  -1.234  1.692
C  -2.925  0.533  -1.422
C  -4.376  0.586  -1.782
C  -1.552  1.599  0.481
C  -2.455  -0.938  -1.565
C  0.919  1.715  0.813
C  4.120  -0.248  0.546
C  3.333  1.750  -0.052
C  4.209  -2.494  1.341
H  0.978  0.924  -1.695
H  -3.772  -2.358  1.170
H  3.437  2.809  -0.363
H  0.643  1.645  1.873
H  5.320  1.209  -0.443
H  -2.515  -1.314  -2.587
H  -0.232  -0.026  0.151
H  0.968  2.795  0.576
H  1.191  -1.050  2.080
H  -4.967  0.227  0.014
H  5.964  -1.402  0.512
H  -1.414  -0.964  -1.208
H  -3.063  -0.833  1.027
H  0.208  2.311  -1.605
H  -2.393  1.116  -2.153
H  4.797  -3.395  1.462
H  2.442  -3.300  2.246
H  -3.454  1.749  0.222

Output
structure (SMILES)	NC(=O)C[C@H](NC(=O)[C@@H](N)Cc1c[nH]c2ccccc12)C(=O)O
HOMO level	-0.3005	Eh
HOMO-LUMO gap	8.52	eV

Atomic partial charges in e from the Löwdin method, atoms 1 to 2:
1. O 0.110
2. O 0.066


(3)
DFT (ωB97M-V/def2-TZVPD) results for a cluster of 11 separate species, C38H58F6O23 in total at a distorted geometry.

Cartesian coordinates (Å):
F  1.873  -0.453  -7.317
F  3.337  -1.885  2.010
F  -1.272  -1.029  4.615
F  2.636  3.653  -3.532
F  -3.521  2.059  -5.593
F  1.094  4.277  4.036
O  0.794  -1.561  -4.913
O  0.416  0.389  -3.782
O  2.155  0.158  -5.146
O  0.300  1.872  0.047
O  -2.388  -1.284  -3.733
O  3.777  1.201  3.896
O  -0.310  4.464  -2.981
O  0.978  -2.804  -1.483
O  5.003  -3.186  3.990
O  4.321  -5.355  3.405
O  -3.312  -3.493  0.789
O  -0.142  6.056  -1.468
O  3.056  2.839  2.506
O  -3.176  -0.817  5.582
O  -2.823  0.792  -2.908
O  2.907  -3.559  3.446
O  -3.883  0.066  -4.656
O  1.534  4.636  -1.831
O  -5.052  -1.756  6.494
O  -2.995  -2.441  6.966
O  5.637  -1.489  -0.851
O  3.055  3.277  4.618
O  -4.292  4.196  -0.630
C  4.193  -1.354  -0.996
C  1.736  3.441  -2.590
C  0.458  -0.237  0.876
C  0.055  0.669  1.969
C  -5.031  4.397  1.427
C  -2.885  -2.784  1.968
C  2.503  -0.748  -6.151
C  0.349  3.227  -3.213
C  -1.670  -2.258  6.557
C  -3.534  3.189  0.051
C  -0.450  -2.968  -1.522
C  -1.782  -1.003  5.814
C  -3.705  1.868  -3.212
C  2.844  4.199  2.562
C  0.318  5.153  -2.108
C  1.963  -2.060  -5.484
C  -3.655  -1.453  1.937
C  2.450  4.391  3.991
C  -0.488  -4.366  -1.107
C  -3.009  -0.220  -3.747
C  5.227  -1.009  -3.074
C  -4.125  -2.694  -0.043
C  -3.856  -1.631  6.395
C  -3.988  3.313  1.529
C  -0.137  2.077  1.355
C  -4.641  5.251  0.273
C  0.146  0.533  -0.354
C  6.155  -1.802  -2.148
C  3.301  2.346  3.724
C  -3.920  -1.260  0.481
C  4.293  -2.001  4.192
C  3.912  -0.865  -2.388
C  3.076  -2.199  3.301
C  4.085  -4.135  3.575
C  0.653  -5.025  -1.756
C  1.061  -0.317  -4.582
C  -4.220  1.428  -4.611
C  1.598  -3.922  -2.117
H  -5.434  5.918  -0.064
H  2.600  -4.158  -1.759
H  -4.590  2.019  -2.595
H  -0.975  -2.759  -2.454
H  0.827  0.640  2.738
H  5.708  -0.057  -3.295
H  1.994  4.359  1.898
H  0.398  2.832  -4.228
H  3.778  -0.604  -0.322
H  7.190  -1.466  -2.204
H  -1.306  -3.078  5.938
H  -0.884  0.396  2.450
H  2.218  -1.585  3.578
H  -2.961  -1.044  0.010
H  3.032  -1.387  -2.763
H  -1.412  -4.929  -1.238
H  2.745  5.297  4.520
H  -3.723  2.179  -0.311
H  4.103  -1.750  5.235
H  4.747  -1.105  3.770
H  -5.191  -2.916  0.006
H  2.721  -2.332  -4.750
H  6.099  -2.878  -2.316
H  -0.319  -4.456  -0.034
H  -5.261  1.691  -4.799
H  -0.045  -1.204  0.847
H  3.577  -0.731  -6.334
H  -3.746  -2.806  -1.059
H  1.730  -2.869  -6.176
H  5.106  -1.526  -4.026
H  -3.197  2.824  -3.335
H  -1.365  -0.158  6.363
H  0.506  2.826  1.818
H  -5.997  3.977  1.146
H  -0.860  -2.214  -0.849
H  3.708  -2.277  -0.678
H  -5.265  4.872  2.380
H  0.324  -5.548  -2.655
H  3.562  0.168  -2.398
H  3.725  4.793  2.319
H  2.054  2.655  -1.906
H  -4.591  -0.440  0.225
H  0.837  0.310  -1.168
H  -4.281  2.423  2.086
H  -2.483  3.469  -0.023
H  -1.185  2.375  1.382
H  1.533  -0.407  0.814
H  1.182  -5.749  -1.137
H  -3.138  -3.316  2.885
H  -3.805  5.928  0.451
H  1.747  -3.753  -3.183
H  -1.817  -2.582  1.885
H  -3.119  3.628  2.107
H  -3.044  -0.648  2.345
H  -0.897  0.497  -0.668
H  -4.579  -1.417  2.514
H  -0.227  2.413  -2.772
H  -1.035  -2.335  7.440

Output
structure (SMILES)	O=C1OC[C@@H](F)O1.O=C1OC[C@@H](F)O1.O=C1OC[C@@H](F)O1.O=C1OC[C@@H](F)O1.O=C1OC[C@@H](F)O1.O=C1OC[C@@H](F)O1.C1CCOC1.C1CCOC1.C1CCOC1.C1CCOC1.C1CCOC1
HOMO level	-0.3535	Eh
HOMO-LUMO gap	9.72	eV

Atomic partial charges in e from the Löwdin method, atoms 1 to 2:
1. F 0.083
2. F 0.081


(4)
DFT (ωB97M-V/def2-TZVPD) results for the ion C8H14N3O with charge +1 at a distorted geometry.

Cartesian coordinates (Å):
O  -1.609  -0.260  -2.012
N  0.131  -0.854  -0.468
N  -1.042  1.303  0.145
N  -0.619  -2.194  -2.322
C  0.882  -1.974  0.031
C  1.902  2.018  1.086
C  -1.551  -2.041  -3.295
C  0.942  0.849  1.430
C  0.172  1.000  2.774
C  -2.145  -0.848  -3.129
C  -0.623  -1.093  -1.597
C  -0.025  0.476  0.310
H  -1.017  2.223  0.611
H  -1.842  1.281  -0.496
H  1.437  2.767  0.414
H  0.839  1.143  3.615
H  2.852  1.715  0.574
H  1.602  0.016  1.537
H  -0.662  1.605  2.796
H  -2.960  -0.143  -3.582
H  2.218  2.455  2.148
H  1.902  -1.537  0.131
H  0.494  -2.372  0.884
H  -0.335  -0.018  3.073
H  -1.781  -2.846  -3.926
H  0.838  -2.670  -0.734

Output
structure (SMILES)	CC(C)C(=[NH2+])N(C)c1ncco1
HOMO level (alpha / beta)	-0.4510 / -0.4510	Eh
HOMO-LUMO gap (alpha / beta)	8.00 / 8.00	eV
net charge	+1

Atomic partial charges in e from the Löwdin method, atoms 1 to 2:
1. O 0.026
2. N 0.031


Let's list energy relative to the best compared isomer or geometry (same formula, charge and spin) in order: 97.5; 131.3; 129.7; 182.1 kJ/mol.